Record 1
52
Properties=species:S:1:pos:R:3:mulliken_charge:R:1 method="wB97M-V/def2-TZVPD" homo_energy_ha=-0.3160 homo_lumo_gap_ha=0.3397 smiles="COC(=O)c1cc(S(=O)(=O)NCC2CCN(Cc3ccccc3F)CC2)c[nH]1" energy_ev=-46305.67055
S 0.1670 -1.5075 1.0638 1.369
F -0.8604 4.0195 -4.3032 -0.313
O -1.0440 -1.0060 0.4908 -0.624
O 1.0521 -2.3101 0.2638 -0.676
O -2.7674 -2.3713 5.9237 -0.300
O -1.6998 -4.2983 6.3914 -0.637
N 1.3325 2.8211 -2.5023 0.331
N -0.1864 -4.0212 4.0513 0.049
N 1.0269 -0.2425 1.7433 -0.195
C 1.0451 3.1095 -0.1023 -0.861
C -1.1763 -2.1106 3.4898 -0.598
C 1.6997 1.4287 -2.3295 -1.108
C 1.3836 1.6403 0.1449 0.835
C 0.8692 1.2849 -6.8093 -0.679
C 0.6647 1.1139 1.3905 -1.450
C 1.0480 2.7652 -4.9096 0.252
C 1.7484 3.6083 -1.3610 -0.894
C -1.1340 -3.1137 4.4391 -0.116
C -0.2248 -2.4414 2.5157 0.285
C -1.0421 2.5604 -6.1305 -0.627
C 1.8137 3.3628 -3.7621 -1.131
C 1.0051 0.8465 -1.1036 -0.396
C 0.3685 -3.6276 2.8926 -0.713
C -3.5362 -2.5280 7.1084 -0.650
C 1.6099 1.8429 -5.7812 -0.176
C -0.2845 3.1061 -5.1118 0.438
C -0.4572 1.6396 -6.9824 -0.340
C -1.8780 -3.3377 5.6756 0.343
H -0.0315 3.2102 -0.2419 0.347
H 2.8961 3.1867 -3.9037 0.423
H -0.4128 1.0988 1.2211 0.453
H 1.3453 3.7223 0.7502 0.386
H -4.1988 -1.6680 7.1548 0.225
H -0.0744 0.8997 -1.2474 0.268
H 2.4664 1.5514 0.3103 0.121
H -2.0721 2.8596 -6.2447 0.437
H -1.8149 -1.2527 3.4882 0.547
H 0.8818 1.7575 2.2506 0.365
H 1.6407 4.4428 -3.7456 0.453
H 1.3894 0.8773 -3.2197 0.486
H 2.0165 -0.4245 1.6726 0.342
H 2.8456 3.5636 -1.2140 0.359
H 1.4728 4.6503 -1.5427 0.470
H 1.1304 -4.1829 2.3848 0.504
H 0.0210 -4.8534 4.5836 0.209
H -1.0379 1.2030 -7.7805 0.372
H -2.8839 -2.5589 7.9836 0.296
H -4.1120 -3.4549 7.0677 0.299
H 1.2769 -0.2043 -0.9945 0.192
H 2.7975 1.3188 -2.2228 0.278
H 1.3285 0.5692 -7.4742 0.386
H 2.6449 1.5616 -5.6500 0.365

***

Record 2
24
Properties=species:S:1:pos:R:3:mulliken_charge:R:1 method="wB97M-V/def2-TZVPD" homo_energy_ha=-0.3517 homo_lumo_gap_ha=0.3247 energy_ev=-46190.30814
Cl -4.8829 -1.5434 -0.6830 -0.023
S -5.0443 0.8441 1.0198 -0.168
S -1.7215 -0.7981 0.0925 1.371
O -2.4952 -2.0036 0.3157 -0.718
O -1.2932 -0.0908 1.2575 -0.645
N -2.7458 0.1846 -0.9057 -0.630
C -4.4092 -0.1815 0.0310 0.380
C 2.8768 0.2938 0.6188 -0.447
C 1.6325 -0.5681 0.3162 -0.684
C 0.8148 -0.2083 -0.9690 -0.349
C 2.5917 1.7606 0.9422 -1.413
C -0.3970 -1.0932 -1.1714 -0.966
H 1.2999 -0.3154 -1.9250 0.378
H 2.0169 2.3405 0.3200 0.452
H 0.7482 -0.4525 1.0378 0.250
H 3.3302 -0.0781 1.4320 0.376
H -2.6084 1.1142 -0.8295 0.276
H 3.4845 0.3059 -0.3080 0.248
H 0.5762 0.8651 -0.6944 0.180
H 2.1975 1.9637 1.9351 0.330
H 1.8922 -1.5323 0.3333 0.559
H -1.0787 -0.8788 -2.0046 0.442
H -0.3089 -2.2254 -1.1815 0.407
H 3.5238 2.2970 1.0203 0.392

***

Record 3
19
Properties=species:S:1:pos:R:3:mulliken_charge:R:1 method="wB97M-V/def2-TZVPD" homo_energy_ha=-0.3184 homo_lumo_gap_ha=0.3538 smiles="CCC/C=C/CO" energy_ev=-8461.78347
O 2.4491 -2.0467 0.6055 -0.497
C 0.3079 -1.2640 0.1000 0.005
C 0.4171 1.2194 -0.4697 -0.616
C 0.2699 -0.2827 -0.8009 -0.466
C -2.0942 1.5755 0.0453 -1.134
C 1.2073 -2.4970 0.0136 -0.688
C -0.6655 1.7773 0.4678 -0.431
H -2.7909 1.6909 0.8787 0.316
H 0.2002 1.7786 -1.3817 0.314
H 0.6689 -3.3609 0.3750 0.389
H -2.3182 0.5753 -0.3517 0.314
H 1.4814 1.3420 -0.3176 0.319
H -2.4692 2.2541 -0.7173 0.340
H -0.1593 -1.2460 1.0876 0.281
H -0.4786 2.8550 0.5820 0.337
H 2.6634 -2.6682 1.3184 0.299
H 1.5000 -2.6502 -1.0250 0.254
H -0.4688 1.3823 1.4636 0.321
H 0.2795 -0.4346 -1.8737 0.344

***

Record 4
16
Properties=species:S:1:pos:R:3:mulliken_charge:R:1 method="wB97M-V/def2-TZVPD" homo_energy_ha=-0.1778 homo_lumo_gap_ha=0.2975 total_charge=-1 smiles="[H]/N=C/OC/C=C/S(=O)(=O)[O-]" energy_ev=-24760.26497
S 2.6518 -0.0155 -0.0465 1.162
O 3.5137 -0.2834 1.1183 -0.694
O 2.7393 1.3884 -0.4916 -0.683
O 2.8390 -1.0078 -1.1218 -0.728
O -1.9713 -0.1809 -0.9155 -0.368
N -1.7615 1.3679 0.7976 -0.648
C 0.9200 -0.2183 0.5647 -0.490
C -1.3276 -1.2134 -0.0522 -0.538
C -2.0069 0.9656 -0.3517 0.174
C 0.1712 -1.0002 -0.2129 -0.335
H -1.6114 -2.1821 -0.4759 0.275
H 0.7261 0.5471 1.2959 0.345
H -1.5991 -0.9525 1.1054 0.339
H -1.7738 2.4310 0.9289 0.229
H 0.7488 -1.3072 -1.0298 0.558
H -2.2582 1.6613 -1.1128 0.403